Record 1
ORCA calculation (ωB97M-V/def2-TZVPD) on 2 unconnected molecules or ions with the total composition C3H9NO2S.

Geometry as XYZ:
```
16
C3H9NO2S | the Open Molecules 2025 dataset | ωB97M-V/def2-TZVPD
C -2.43849 -1.15013 0.77259
C 2.30782 1.30532 0.37908
C -1.65285 0.03394 0.15986
N 1.28048 -0.27330 -1.14893
O 3.05422 -1.05852 0.60384
O -0.79278 0.64836 0.73515
S 1.77825 -0.40784 0.47678
H -2.10872 -2.00738 0.36298
H -2.33443 -1.09640 1.77424
H -3.56975 -1.04445 0.63478
H 3.10626 1.33324 -0.37327
H 1.46500 2.00976 -0.02256
H 2.43324 1.79941 1.33966
H -1.75796 0.32932 -0.97772
H 1.13031 -1.08625 -1.68685
H 1.69126 0.46588 -1.69236
```

Calculated values
highest occupied orbital energy: -0.3342 Ha
energy above the lowest of the compared OMol25 structures with the same formula, charge and spin: 3.4628 eV
M: 123.177 g mol⁻¹
total charge: 0

---

Record 2
ORCA calculation (ωB97M-V/def2-TZVPD) on 2 unconnected molecules or ions with the total composition C3H9NO2S.

Geometry as XYZ:
```
16
C3H9NO2S | the Open Molecules 2025 dataset | ωB97M-V/def2-TZVPD
N 0.66836 0.43644 -1.18762
C -0.64735 -0.29806 -0.86329
C -0.35677 -1.82622 -1.37632
O 0.70913 -2.43439 -1.14052
C -1.00430 -0.21811 0.61645
S -1.89579 1.47909 0.82776
H 0.67510 1.44378 -0.73149
H 0.99392 0.63077 -2.16704
H -1.51150 0.09019 -1.51667
H -1.22534 -2.35330 -1.82807
H -0.07668 -0.43617 1.18052
H -1.73518 -1.05046 0.75251
H -1.01411 2.28508 0.20378
O 1.94084 1.05371 2.43360
H 1.72632 0.12363 2.81368
H 2.75336 1.07403 1.98271
```

Calculated values
highest occupied orbital energy: -0.3399 Ha
energy above the lowest of the compared OMol25 structures with the same formula, charge and spin: 3.1535 eV
SMILES string: N[C@@H](C=O)CS.O
M: 123.177 g mol⁻¹
total charge: 0

---

Record 3
ORCA calculation (ωB97M-V/def2-TZVPD) on 2 unconnected molecules or ions with the total composition C3H9NO2S.

Geometry as XYZ:
```
16
C3H9NO2S | the Open Molecules 2025 dataset | ωB97M-V/def2-TZVPD
C 0.18332 -0.13413 0.66037
C -0.86213 0.57597 1.45495
S -1.01825 0.28117 3.12090
C -0.26955 0.04536 -0.86180
N -0.19793 1.35788 -1.11296
O -0.62378 -0.70231 -1.73640
H 1.21921 0.24186 0.66852
H 0.44509 -1.19826 0.77199
H -0.76518 1.63036 1.39353
H -1.71684 0.20325 0.88788
H -1.25929 1.48877 3.67541
H 0.38296 1.83105 -0.44196
H -0.35773 1.60772 -2.13069
H 1.00675 -2.67307 -1.76050
H 1.97746 -1.84542 -2.44750
O 1.85588 -2.71022 -2.14173
```

Calculated values
highest occupied orbital energy (spin up / spin down): -0.5073 / -0.5073 Ha
energy above the lowest of the compared OMol25 structures with the same formula, charge and spin: 2.1391 eV
⟨S²⟩: 0.75
spin multiplicity: 2
M: 123.177 g mol⁻¹
total charge: +1

---

Record 4
ORCA calculation (ωB97M-V/def2-TZVPD) on C3H9NO3 in the gas phase.

Geometry as XYZ:
```
16
C3H9NO3 | the Open Molecules 2025 dataset | ωB97M-V/def2-TZVPD
N -1.25052 -0.34592 -1.60086
C -0.86418 -0.81286 -0.30222
O -0.26762 -2.07316 -0.42751
C 0.14538 0.09735 0.89413
O -0.58298 1.15385 1.43200
C 1.11033 0.49709 -0.11468
O 2.23318 1.22560 0.84960
H -0.45002 -0.30242 -2.22600
H -1.62928 0.59566 -1.52502
H -1.78338 -0.89815 0.28827
H -0.79914 -2.54320 -1.09249
H 0.50291 -0.62623 1.62569
H -0.69981 0.98516 2.38018
H 1.70462 -0.29700 -0.55497
H 0.80096 1.29194 -0.78932
H 1.82955 2.05230 1.16319
```

Calculated values
highest occupied orbital energy: -0.3186 Ha
energy above the lowest of the compared OMol25 structures with the same formula, charge and spin: 3.1538 eV
SMILES string: N[C@@H](O)[C@H](O)CO
M: 107.109 g mol⁻¹
total charge: 0

---

Record 5
ORCA calculation (ωB97M-V/def2-TZVPD) on 2 unconnected molecules or ions with the total composition C3H9NO3.

Geometry as XYZ:
```
16
C3H9NO3 | the Open Molecules 2025 dataset | ωB97M-V/def2-TZVPD
N -0.09622 1.84777 1.19345
C 0.15314 0.79010 2.04333
O 0.93951 0.96014 2.99082
C -0.74250 -0.43085 1.79359
C -0.42968 -1.24319 0.36339
O -1.59654 -2.14828 0.23821
H 0.40933 2.69152 1.08778
H -0.49632 1.69695 0.23473
H -1.80853 -0.12439 1.77358
H -0.69028 -1.26471 2.45867
H 0.57832 -1.83174 0.39882
H -0.52020 -0.41268 -0.39298
H -1.57598 -2.71088 1.03315
O 1.62217 0.92749 -5.07094
H 2.26764 0.86889 -5.77893
H 1.98614 0.38387 -4.36666
```

Calculated values
highest occupied orbital energy: -0.3603 Ha
energy above the lowest of the compared OMol25 structures with the same formula, charge and spin: 1.8974 eV
SMILES string: NC(=O)CCO.O
M: 107.109 g mol⁻¹
total charge: 0

---

Record 6
ORCA calculation (ωB97M-V/def2-TZVPD) on C3H9NO3 in the gas phase.

Geometry as XYZ:
```
16
C3H9NO3 | the Open Molecules 2025 dataset | ωB97M-V/def2-TZVPD
C -0.58379 -1.78985 -0.08220
C 0.52348 -0.93672 -0.64356
O 1.91881 -1.72021 -0.27353
O 0.94110 0.18184 -0.00919
N -0.54982 0.90495 -0.07176
C -0.57966 1.67439 1.15563
O -0.58396 1.72178 -1.18173
H -1.54294 -1.44862 -0.46451
H -0.56649 -1.75115 1.00409
H -0.41940 -2.81382 -0.40799
H 0.50797 -0.84583 -1.74041
H 2.66097 -1.19939 -0.60616
H -0.50324 0.98399 1.99169
H -1.53488 2.19995 1.19929
H 0.24328 2.39833 1.21355
H 0.06858 2.44037 -1.08321
```

Calculated values
highest occupied orbital energy: -0.3626 Ha
energy above the lowest of the compared OMol25 structures with the same formula, charge and spin: 5.5786 eV
SMILES string: C[C@H](O)ON(C)O
M: 107.109 g mol⁻¹
total charge: 0

---

Record 7
ORCA calculation (ωB97M-V/def2-TZVPD) on 2 unconnected molecules or ions with the total composition C3H9NO3.

Geometry as XYZ:
```
16
C3H9NO3 | the Open Molecules 2025 dataset | ωB97M-V/def2-TZVPD
C -1.17661 0.23070 1.30559
C -1.21507 0.96814 -0.04396
O -2.26656 1.12952 -0.62826
N -0.00916 1.39046 -0.76356
C 1.27253 0.72385 -0.40580
O 1.44096 -0.50550 -1.02387
H -0.63347 -0.72780 1.30935
H -2.27413 0.10681 1.52792
H -0.81870 0.93419 1.97722
H -0.16189 1.89776 -1.65304
H 1.23516 0.60774 0.69110
H 2.12056 1.41957 -0.76515
H 1.42657 -0.50780 -1.89564
O 1.25564 -3.11856 1.20175
H 0.49148 -2.65264 1.49362
H 1.95306 -2.39081 1.12776
```

Calculated values
highest occupied orbital energy: -0.3619 Ha
energy above the lowest of the compared OMol25 structures with the same formula, charge and spin: 1.8826 eV
SMILES string: CC(=O)NCO.O
M: 107.109 g mol⁻¹
total charge: 0

---

Record 8
ORCA calculation (ωB97M-V/def2-TZVPD) on 2 unconnected molecules or ions with the total composition C3H9NO3.

Geometry as XYZ:
```
16
C3H9NO3 | the Open Molecules 2025 dataset | ωB97M-V/def2-TZVPD
O 2.19088 1.12495 0.36723
C 1.10068 1.29679 -0.10732
C 0.04546 0.23235 -0.19718
N -1.27657 0.83449 -0.32240
C -2.34035 -0.14666 -0.40983
O -2.49431 -0.85971 0.78866
H 0.81771 2.27171 -0.54519
H 0.08551 -0.37729 0.70245
H 0.30094 -0.41327 -1.05117
H -1.29467 1.42273 -1.15192
H -3.27020 0.39457 -0.58308
H -2.19034 -0.84691 -1.24382
H -1.85731 -1.58120 0.79885
O 2.47370 -1.72063 -0.06654
H 3.27399 -2.20544 0.17863
H 2.65666 -0.79897 0.18671
```

Calculated values
highest occupied orbital energy: -0.3525 Ha
energy above the lowest of the compared OMol25 structures with the same formula, charge and spin: 1.8913 eV
SMILES string: O=CCNCO.O
M: 107.109 g mol⁻¹
total charge: 0

---

Record 9
ORCA calculation (ωB97M-V/def2-TZVPD) on 2 unconnected molecules or ions with the total composition C3H9NO3.

Geometry as XYZ:
```
16
C3H9NO3 | the Open Molecules 2025 dataset | ωB97M-V/def2-TZVPD
O 0.44334 -0.73142 -2.37709
C 0.44648 -1.25921 -1.29689
N 0.62866 -0.61082 -0.11335
C 0.14345 -0.89990 1.20769
C -0.25741 0.40836 1.84967
O -0.64488 0.18110 3.24822
H 0.37500 -2.35486 -1.20029
H 1.00884 0.32415 -0.25934
H 0.83938 -1.33912 1.93093
H -0.69391 -1.59722 1.18694
H -1.14079 0.89443 1.42772
H 0.54044 1.15502 1.83460
H -1.11782 1.00392 3.43711
O -0.48463 2.08097 -2.38717
H -0.31198 2.50143 -3.26045
H -0.28970 1.14262 -2.53621
```

Calculated values
highest occupied orbital energy: -0.3723 Ha
energy above the lowest of the compared OMol25 structures with the same formula, charge and spin: 1.4293 eV
SMILES string: O=CNCCO.O
M: 107.109 g mol⁻¹
total charge: 0

---

Record 10
ORCA calculation (ωB97M-V/def2-TZVPD) on 2 unconnected molecules or ions with the total composition C3H9NO3.

Geometry as XYZ:
```
16
C3H9NO3 | the Open Molecules 2025 dataset | ωB97M-V/def2-TZVPD
C 1.15349 0.52249 1.37936
C -0.36940 -0.00166 1.01445
N -0.33372 -1.36619 0.66148
C -1.03110 0.95945 0.01804
O -2.05199 1.60195 0.16166
O -0.48277 0.77316 -1.23747
H 1.22240 1.55195 1.51583
H 1.70396 0.22637 0.46371
H 1.58763 -0.01262 2.23549
H -0.94386 0.11683 1.87488
H 0.22164 -1.96519 1.31490
H 0.06125 -1.42098 -0.29450
H -0.48528 1.55573 -1.87064
O 1.97833 -1.79569 -1.49192
H 2.24386 -2.69727 -1.81407
H 2.65793 -1.30858 -1.98528
```

Calculated values
highest occupied orbital energy: -0.3286 Ha
energy above the lowest of the compared OMol25 structures with the same formula, charge and spin: 1.5332 eV
SMILES string: C[C@H](N)C(=O)O.O
M: 107.109 g mol⁻¹
total charge: 0

---

Record 11
ORCA calculation (ωB97M-V/def2-TZVPD) on 2 unconnected molecules or ions with the total composition C3H9NO3.

Geometry as XYZ:
```
16
C3H9NO3 | the Open Molecules 2025 dataset | ωB97M-V/def2-TZVPD
O -1.40347 2.72578 0.07341
C -1.15588 1.56144 -0.14083
C -0.82511 0.60215 0.96970
N -1.12363 -0.77873 0.56007
C -0.04914 -1.44802 -0.13931
O 1.16748 -1.55171 0.59878
H -1.19580 1.24533 -1.20390
H -1.49905 0.83465 1.78703
H 0.21357 0.76126 1.27076
H -1.38819 -1.33517 1.35841
H -0.44591 -2.41218 -0.45344
H 0.25069 -0.86553 -0.99923
H 1.13777 -2.24441 1.26756
O 2.02075 1.04919 -1.29473
H 2.35246 1.67104 -1.94791
H 1.94347 0.18491 -1.70637
```

Calculated values
highest occupied orbital energy: -0.3435 Ha
energy above the lowest of the compared OMol25 structures with the same formula, charge and spin: 2.0067 eV
SMILES string: O=CCNCO.O
M: 107.109 g mol⁻¹
total charge: 0

---

Record 12
ORCA calculation (ωB97M-V/def2-TZVPD) on 2 unconnected molecules or ions with the total composition C3H9NO3P.

Geometry as XYZ:
```
17
C3H9NO3P | the Open Molecules 2025 dataset | ωB97M-V/def2-TZVPD
C 0.76288 1.53668 -0.02348
C 0.90601 -0.83198 0.67037
C 0.08798 0.42192 0.65844
N 0.95009 -1.75237 -0.59301
O -1.37963 0.15873 -1.59394
O -2.22627 -1.06184 0.54984
O -2.43160 1.48757 0.27581
P -1.68030 0.24286 0.07883
H -0.08354 2.41721 0.05354
H 0.97792 1.32509 -1.11399
H 1.76830 1.79946 0.43137
H 0.55547 -1.63088 1.29660
H 2.00402 -0.76621 0.98092
H 0.08801 0.77263 2.06191
H 1.07289 -1.17390 -1.45280
H -1.42767 -0.80794 -1.53941
H 0.05544 -2.13704 -0.74100
```

Calculated values
highest occupied orbital energy: -0.1974 Ha
energy above the lowest of the compared OMol25 structures with the same formula, charge and spin: 1.4816 eV
M: 138.083 g mol⁻¹
total charge: -1

---

Record 13
ORCA calculation (ωB97M-V/def2-TZVPD) on 3 unconnected molecules or ions with the total composition C3H9NO4.

Geometry as XYZ:
```
17
C3H9NO4 | the Open Molecules 2025 dataset | ωB97M-V/def2-TZVPD
O 0.34002 1.94147 -0.83146
C 0.31678 0.97764 -0.10989
N -0.37815 -0.17002 -0.60911
C -0.32036 -1.43961 0.07187
O -0.27191 -2.43826 -0.60683
C 0.84314 1.13277 1.30929
H -0.28150 -0.18612 -1.64630
H -0.39653 -1.36892 1.15513
H -0.02643 1.58960 1.94228
H 1.24892 0.23854 1.82701
H 1.76267 1.80342 1.21115
H 2.22433 -1.71556 -0.50300
H 3.19440 -1.38172 0.62954
O 2.55133 -1.02471 0.08419
H -2.69035 1.82028 0.68680
H -2.74071 0.47923 -0.29370
O -3.20509 1.00734 0.30750
```

Calculated values
highest occupied orbital energy (spin up / spin down): -0.5557 / -0.5556 Ha
energy above the lowest of the compared OMol25 structures with the same formula, charge and spin: 1.1513 eV
⟨S²⟩: 0.76
spin multiplicity: 2
M: 123.108 g mol⁻¹
total charge: +1

---

Record 14
ORCA calculation (ωB97M-V/def2-TZVPD) on 3 unconnected molecules or ions with the total composition C3H9NO4S.

Geometry as XYZ:
```
18
C3H9NO4S | the Open Molecules 2025 dataset | ωB97M-V/def2-TZVPD
O 1.57268 -0.97909 -2.14097
C 1.28052 -0.04632 -1.37599
O 0.99264 1.16486 -1.63549
C 1.43561 -0.43309 0.11628
C 0.07142 -1.09774 0.50481
S -0.60582 -1.39802 2.21309
N 1.64921 0.74284 0.97582
H 2.25349 -1.14896 0.24432
H -0.65486 -0.42548 0.02787
H 0.08561 -2.06613 -0.02812
H 1.27508 0.62196 1.91381
H 1.07169 1.45389 0.52662
H -2.17878 1.00082 1.47177
H -2.37460 1.59548 0.02122
O -2.75621 1.54470 0.91508
H -0.67805 1.43079 -1.81121
H -1.92407 0.47784 -1.73746
O -1.64276 1.35229 -2.05854
```

Calculated values
highest occupied orbital energy: 0.0002 Ha
M: 155.175 g mol⁻¹
total charge: -2

---

Record 15
ORCA calculation (ωB97M-V/def2-TZVPD) on a gas-phase ion, C3H9NOP (charge +1).

Geometry as XYZ:
```
15
C3H9NOP | the Open Molecules 2025 dataset | ωB97M-V/def2-TZVPD
O -2.05449 -0.00230 -0.24254
P -0.86657 0.20892 -1.37751
C 0.35087 -1.09294 -0.86895
C 1.01254 -0.76568 0.59432
N 0.12728 0.43113 1.03448
C 0.03631 1.28310 -0.10511
H -2.90293 0.23762 -0.47388
H 1.10451 -0.91740 -1.68559
H 0.19120 -2.19499 -0.87486
H 1.10238 -1.59857 1.15184
H 1.89861 -0.25866 0.46016
H -0.86366 0.10880 0.98705
H 0.37263 0.66155 2.02284
H -0.44101 2.31047 0.00158
H 0.93232 1.58895 -0.62382
```

Calculated values
highest occupied orbital energy: -0.5293 Ha
energy above the lowest of the compared OMol25 structures with the same formula, charge and spin: 0.1548 eV
SMILES string: OP1CC[NH2+]C1
M: 106.085 g mol⁻¹
total charge: +1

---

Record 16
ORCA calculation (ωB97M-V/def2-TZVPD) on 2 unconnected molecules or ions with the total composition C3H9NOP2.

Geometry as XYZ:
```
16
C3H9NOP2 | the Open Molecules 2025 dataset | ωB97M-V/def2-TZVPD
C -0.79480 -0.70390 0.25320
C 0.79418 1.35160 0.44728
C -0.84269 0.41622 -0.66378
N -1.56717 -0.72049 1.25016
O -1.92228 1.16484 -0.53810
P 0.26542 -2.05442 -0.30996
P 2.19570 0.11407 0.21531
H 0.78917 2.39079 0.02116
H 0.59359 1.25432 1.53542
H -0.42049 0.22818 -1.74561
H -1.63454 -1.64401 1.66425
H -2.35306 0.84637 0.33552
H 0.15012 -1.57405 -1.61923
H -0.91610 -2.77129 -0.42568
H 3.07636 1.04963 0.66553
H 2.58657 0.65214 -1.08548
```

Calculated values
highest occupied orbital energy: -0.3061 Ha
energy above the lowest of the compared OMol25 structures with the same formula, charge and spin: 3.1230 eV
M: 137.059 g mol⁻¹
total charge: 0